{
  "formula": "C22H17BrMnNO4S5",
  "method": "ωB97M-V/def2-TZVPD",
  "symbols": ["Mn", "O", "C", "S", "C", "C", "S", "S", "S", "O", "S", "C", "C", "C", "C", "C", "C", "C", "C", "C", "C", "C", "C", "H", "H", "H", "H", "H", "H", "H", "H", "H", "H", "Br", "C", "C", "C", "C", "N", "C", "H", "H", "H", "H", "C", "O", "C", "O", "H", "H", "H"],
  "positions_angstrom": [[-0.066, -0.368, 0.207], [5.218, 1.528, 4.013], [4.298, 1.146, 3.357], [2.743, 0.627, 4.033], [1.956, 0.234, 2.513], [2.692, 0.420, 1.380], [2.152, 0.073, -0.218], [4.323, 1.042, 1.586], [0.347, -0.408, 2.550], [-0.390, 1.835, 0.287], [-0.913, 3.018, 1.029], [-1.382, 4.173, -0.302], [-2.539, 4.918, -0.129], [-3.001, 5.718, -1.160], [-2.300, 5.766, -2.357], [-1.144, 5.018, -2.522], [-0.680, 4.211, -1.495], [0.576, 3.898, 1.562], [1.790, 3.603, 0.969], [2.928, 4.274, 1.383], [2.838, 5.234, 2.378], [1.623, 5.502, 2.989], [0.484, 4.827, 2.584], [-3.080, 4.857, 0.804], [-3.912, 6.290, -1.038], [-2.669, 6.382, -3.164], [-0.608, 5.057, -3.460], [0.203, 3.599, -1.618], [1.835, 2.846, 0.200], [3.884, 4.053, 0.933], [3.722, 5.771, 2.685], [1.565, 6.237, 3.780], [-0.472, 5.015, 3.049], [-2.592, -5.696, -0.883], [-1.043, -4.729, -0.372], [0.045, -5.386, 0.186], [1.148, -4.616, 0.526], [1.121, -3.254, 0.295], [0.072, -2.627, -0.252], [-0.985, -3.365, -0.601], [0.027, -6.452, 0.342], [2.031, -5.075, 0.938], [1.974, -2.632, 0.539], [-1.795, -2.855, -1.106], [-4.146, 0.494, 0.080], [-3.018, 0.009, 0.834], [-1.935, -0.306, 0.182], [-1.801, -0.297, -1.040], [-4.688, 1.164, 0.743], [-4.780, -0.347, -0.210], [-3.799, 1.028, -0.808]],
  "atomic_forces_ev_per_a": [[1.769, -0.088, 1.014], [0.422, 0.190, 0.327], [-0.460, -0.151, -0.359], [-0.129, 0.024, 0.005], [1.102, 0.316, -0.939], [-0.328, 0.020, 1.507], [0.427, -0.204, -0.975], [-0.070, -0.159, -0.052], [-0.625, -0.258, -0.327], [-0.031, -0.270, -0.447], [0.553, 1.076, -0.314], [-0.333, -0.273, 0.374], [0.072, -0.111, 0.119], [0.027, 0.075, -0.095], [-0.123, 0.056, 0.073], [0.080, -0.058, 0.052], [0.073, -0.082, 0.039], [-0.204, -0.151, 0.169], [-0.058, -0.201, -0.217], [-0.034, 0.152, 0.005], [0.011, 0.025, 0.074], [-0.028, 0.080, -0.021], [-0.167, -0.035, -0.036], [-0.095, -0.006, 0.099], [0.016, 0.015, 0.016], [0.016, 0.028, -0.065], [0.044, -0.018, -0.026], [0.044, -0.045, -0.034], [0.042, -0.141, -0.058], [0.002, -0.049, -0.056], [0.101, 0.019, 0.073], [-0.022, 0.010, 0.033], [-0.104, 0.072, 0.138], [0.161, 0.125, 0.054], [0.048, -0.192, -0.172], [-0.090, 0.411, 0.029], [-0.192, -0.209, -0.245], [0.095, 0.232, 0.018], [0.004, -0.288, 0.125], [-0.008, -0.001, -0.059], [-0.011, -0.098, 0.036], [0.096, -0.013, 0.107], [-0.106, 0.052, 0.036], [-0.060, 0.042, 0.125], [-0.125, 0.032, -0.313], [0.058, -0.125, 0.286], [-1.747, 0.372, -0.102], [-0.182, -0.102, -0.141], [0.054, -0.106, -0.013], [0.084, 0.104, 0.009], [-0.069, -0.094, 0.123]],
  "mulliken_spin": [4.19, 0.00, 0.00, 0.00, 0.02, -0.01, 0.00, 0.00, -0.06, 0.00, 0.01, 0.01, 0.00, 0.00, 0.00, 0.00, 0.00, 0.00, -0.01, 0.00, 0.00, 0.00, 0.00, 0.00, 0.00, 0.00, 0.00, 0.00, 0.00, 0.00, 0.00, 0.00, 0.00, 0.00, 0.00, 0.01, 0.00, 0.01, 0.02, 0.02, 0.00, 0.00, 0.00, 0.00, -0.01, -0.01, -0.23, 0.03, 0.00, 0.00, 0.00],
  "s2": 6.13,
  "multiplicity": 5,
  "lumo_energy_ev": [-0.78, -0.10],
  "gap_ev": [5.870, 6.661],
  "homo_ev": [-6.651, -6.764],
  "total_energy_ha": -6920.22233,
  "relative_energy_kcal_mol": 7.5
}

=====

{
  "formula": "C22H17CsN2O5",
  "method": "ωB97M-V/def2-TZVPD",
  "symbols": ["Cs", "C", "O", "C", "C", "C", "C", "C", "C", "N", "N", "C", "O", "C", "C", "C", "C", "C", "C", "C", "O", "H", "H", "H", "H", "H", "H", "H", "H", "H", "H", "H", "H", "O", "C", "O", "C", "C", "C", "C", "C", "C", "H", "H", "H", "H", "H"],
  "positions_angstrom": [[0.158, -1.016, -0.591], [4.270, -1.907, -3.894], [5.239, -0.906, -3.636], [5.042, 0.052, -2.639], [5.998, 1.039, -2.651], [5.986, 2.076, -1.712], [4.982, 2.089, -0.769], [3.980, 1.110, -0.724], [2.999, 1.254, 0.339], [1.962, 0.541, 0.554], [1.183, 0.976, 1.609], [0.409, 0.084, 2.199], [0.273, -1.151, 1.998], [-0.404, 0.691, 3.326], [-0.068, 1.904, 3.926], [-0.813, 2.404, 4.984], [-1.916, 1.705, 5.458], [-2.260, 0.498, 4.865], [-1.505, -0.006, 3.817], [3.958, 0.020, -1.677], [3.084, -0.891, -1.668], [4.651, -2.460, -4.759], [3.295, -1.485, -4.133], [4.147, -2.588, -3.053], [6.769, 0.989, -3.414], [6.747, 2.848, -1.734], [4.960, 2.881, -0.025], [3.203, 2.091, 1.024], [0.786, 2.439, 3.534], [-0.534, 3.347, 5.443], [-2.500, 2.096, 6.285], [-3.122, -0.055, 5.225], [-1.746, -0.958, 3.358], [-1.974, -0.502, -2.077], [-2.549, -1.502, -1.597], [-2.029, -2.553, -1.172], [-4.081, -1.434, -1.520], [-4.792, -0.629, -2.402], [-6.179, -0.591, -2.360], [-6.866, -1.339, -1.413], [-6.160, -2.133, -0.517], [-4.774, -2.188, -0.581], [-4.231, -0.032, -3.110], [-6.730, 0.030, -3.059], [-7.949, -1.304, -1.371], [-6.695, -2.712, 0.227], [-4.203, -2.822, 0.085]],
  "atomic_forces_ev_per_a": [[1.007, -0.781, -1.359], [0.032, -0.066, 0.022], [-0.099, -0.019, 0.196], [0.167, -0.010, -0.280], [-0.110, -0.042, 0.045], [0.073, 0.116, 0.023], [0.031, 0.000, 0.022], [0.152, -0.156, -0.263], [-0.105, 0.158, 0.264], [1.094, 0.337, 0.524], [-0.138, 0.578, 0.505], [0.457, 0.128, 0.221], [0.035, -0.021, 1.053], [-0.084, 0.053, 0.109], [-0.021, 0.017, -0.057], [-0.027, 0.020, 0.029], [-0.007, -0.010, 0.007], [-0.052, 0.020, 0.057], [0.048, -0.071, -0.056], [-0.032, 0.005, 0.146], [-0.004, -0.011, -0.091], [0.023, 0.069, -0.001], [-0.045, 0.015, 0.022], [-0.045, 0.052, -0.018], [-0.007, -0.029, -0.011], [-0.010, -0.013, 0.013], [-0.049, -0.010, 0.009], [-0.119, 0.016, -0.008], [0.009, -0.005, -0.004], [0.013, -0.002, -0.012], [0.001, 0.006, -0.008], [0.008, 0.000, -0.004], [0.034, 0.017, -0.018], [-0.970, 0.234, -0.685], [-0.620, -0.115, -0.314], [-0.628, -0.505, -0.109], [0.077, 0.014, 0.023], [-0.016, 0.053, 0.030], [-0.026, 0.000, 0.023], [-0.065, 0.010, -0.016], [-0.011, -0.008, 0.004], [-0.031, -0.060, -0.029], [0.015, -0.009, 0.013], [0.013, 0.001, -0.007], [0.007, 0.005, 0.002], [0.015, -0.001, 0.004], [0.014, 0.018, -0.016]],
  "mulliken_charge": [1.11, -0.64, -0.50, 0.16, -0.53, -0.63, -0.66, 0.94, -0.72, -0.25, -0.36, 0.32, -0.96, 0.32, -0.29, -0.54, -0.31, -0.45, -0.43, 0.50, -0.72, 0.24, 0.27, 0.24, 0.34, 0.33, 0.25, 0.19, 0.39, 0.34, 0.34, 0.35, 0.43, -0.91, 0.60, -0.80, 0.16, -0.29, -0.42, -0.33, -0.40, -0.44, 0.35, 0.34, 0.34, 0.35, 0.41],
  "total_charge": -2,
  "lumo_energy_ev": 4.30,
  "gap_ev": 5.171,
  "homo_ev": -0.873,
  "total_energy_ha": -1354.44644
}